1.
This record from OMol25 describes the ion C23H27O8 with charge -1 in a non-equilibrium geometry. The level of theory is the ωB97M-V functional and the def2-TZVPD basis.

Geometry as XYZ:
```
58
Properties=species:S:1:pos:R:3:nbo_charge:R:1
H -1.538 -2.356 -3.476 0.207
H -3.495 -4.669 0.386 0.204
H 1.666 1.221 -2.338 0.226
H -0.303 1.602 3.485 0.247
C -0.375 0.671 -0.241 -0.170
C 0.427 -1.511 -3.881 0.307
H -2.544 1.641 2.020 0.250
O 1.121 3.373 1.792 -0.556
O 2.842 1.913 1.137 -0.551
C 2.022 -2.476 -5.435 -0.255
H 2.044 -3.398 -6.023 0.190
C -2.956 -4.534 -0.558 -0.621
C -1.620 -3.868 -0.318 -0.068
H -2.377 1.443 4.454 0.201
C 0.185 2.684 1.067 0.772
H -2.865 -1.377 1.980 0.215
H 4.420 3.707 2.297 0.212
H -1.378 1.124 -0.194 0.244
H 2.874 -2.468 -4.726 0.186
C 3.357 3.753 2.559 -0.623
O 0.380 -2.209 0.301 -0.582
H -2.053 -0.752 -1.670 0.207
O -1.842 -2.560 0.266 -0.559
C 2.505 3.286 1.375 0.538
H -1.020 -4.476 0.361 0.183
C -0.082 0.084 -1.602 0.068
H 2.063 3.849 -0.683 0.236
H 3.166 3.103 3.417 0.230
H -0.106 0.129 4.423 0.219
C -0.827 -1.588 -3.205 -0.302
O 1.050 -0.438 2.258 -0.532
C 2.038 1.200 0.261 0.785
C -1.087 -0.363 1.034 -0.253
C -2.142 0.578 3.822 -0.393
H -1.070 -3.752 -1.258 0.198
H 2.201 -0.304 -4.147 0.207
C 0.984 0.388 -2.482 -0.147
H 3.764 4.100 -0.181 0.212
C -0.645 0.555 3.565 -0.517
C -2.879 0.722 2.495 -0.425
C 0.625 1.583 0.219 -0.549
C 1.274 -0.428 -3.568 -0.332
H 2.093 -1.605 -6.093 0.174
C -1.070 -0.761 -2.127 -0.213
H -2.793 -5.520 -0.998 0.206
H -2.439 -0.317 4.371 0.180
O 0.746 -2.520 -4.734 -0.511
O -0.987 2.968 1.224 -0.699
O 2.533 0.269 -0.336 -0.634
C -0.738 -1.793 0.507 0.818
C 2.718 4.154 0.142 -0.666
H -3.963 0.807 2.674 0.190
C -0.139 -0.160 2.265 0.622
H 3.085 4.784 2.813 0.207
H -3.594 -3.955 -1.239 0.208
C -2.564 -0.412 1.517 -0.406
H 2.489 5.191 0.416 0.209
H -3.181 -0.312 0.611 0.209
```

Output
LUMO energy (eV): 2.86
Charge: -1
Frontier orbital gap (eV): 6.8
HOMO (eV): -3.90

2.
This record from OMol25 describes an isolated molecule of C4H9NO2 in a non-equilibrium geometry. The level of theory is the ωB97M-V functional and the def2-TZVPD basis.

Geometry as XYZ:
```
16
Properties=species:S:1:pos:R:3:nbo_charge:R:1
C 1.310 -0.446 -0.246 -0.408
H 3.084 -0.203 1.017 0.203
H -1.694 -1.110 -1.771 0.504
C 2.294 -0.894 0.772 -0.607
C 0.092 0.332 0.534 -0.110
N 0.369 1.692 0.564 -0.861
H 1.805 0.238 -0.853 0.201
C -1.228 -0.023 -0.274 0.768
H 1.055 -1.405 -0.632 0.243
H 1.153 1.939 0.020 0.373
H -0.157 -0.151 1.487 0.195
H 2.923 -1.804 0.415 0.204
O -2.165 0.728 -0.550 -0.601
O -1.235 -1.293 -0.823 -0.722
H -0.260 2.471 0.848 0.407
H 1.897 -1.107 1.791 0.211
```

Output
LUMO energy (eV): 0.77
Charge: 0
Frontier orbital gap (eV): 9.9
Energy relative to the best compared isomer or geometry (same formula, charge and spin) (kcal per mole): 51.7
HOMO (eV): -9.09

3.
This record from OMol25 describes a cluster of 2 separate species, C3H10S in total in a non-equilibrium geometry. The level of theory is the ωB97M-V functional and the def2-TZVPD basis.

Geometry as XYZ:
```
14
Properties=species:S:1:pos:R:3:nbo_charge:R:1
H -2.672 -1.718 -0.606 0.209
H -0.484 -0.302 -0.676 0.194
C -2.308 -1.042 0.161 -0.609
H -0.814 0.915 1.504 0.201
C -1.456 0.088 -0.378 -0.393
H -0.668 2.031 0.120 0.207
H 2.087 -0.560 -1.373 0.139
C -1.253 1.253 0.602 -0.597
H -2.241 1.639 0.860 0.195
H -1.936 0.523 -1.257 0.190
H -1.865 -1.603 0.986 0.204
H 3.055 -1.173 0.220 0.145
S 2.428 -0.068 -0.198 -0.281
H -3.228 -0.615 0.592 0.195
```

Output
LUMO energy (eV): 0.87
Charge: 0
Frontier orbital gap (eV): 10.7
Energy relative to the best compared isomer or geometry (same formula, charge and spin) (kcal per mole): 3.0
HOMO (eV): -9.81

4.
This record from OMol25 describes a structure of composition C47H40IrN11O8S2Se in a non-equilibrium geometry. The level of theory is the ωB97M-V functional and the def2-TZVPD basis.

Geometry as XYZ:
```
110
Properties=species:S:1:pos:R:3:lowdin_charge:R:1
C 0.922 -3.275 4.288 -0.341
C -2.433 1.326 2.151 -0.283
C 3.261 -0.485 3.172 0.041
H -0.562 -0.148 4.025 0.100
H 4.686 -2.028 -1.450 0.139
H -0.188 4.242 0.026 0.124
C 3.251 0.462 2.193 0.006
N 1.632 2.280 -1.713 0.054
C 0.592 1.158 6.931 -0.061
S -0.907 1.897 -0.917 0.811
C -4.930 -0.856 -0.412 -0.032
Ir -0.647 -0.330 -0.016 1.374
H 1.457 5.876 -0.570 0.131
H -4.853 2.773 4.055 0.118
C 2.555 4.523 -1.873 -0.145
C 2.047 -2.377 4.295 -0.346
N -1.067 1.215 1.946 -0.212
C 0.831 2.459 6.506 -0.057
H 2.308 1.058 0.368 0.106
H -1.286 -4.844 3.912 0.129
C -3.277 0.621 1.250 -0.137
H -0.106 -0.796 6.379 0.107
C 0.120 1.859 4.302 -0.268
O 1.694 0.418 -5.976 0.079
C 2.187 -1.384 3.249 -0.084
C -4.687 0.687 1.401 -0.141
H -2.458 -2.865 0.301 0.104
C 4.307 -1.598 -2.366 0.091
H -2.829 -0.156 -5.920 0.085
C -1.157 -4.081 3.156 0.044
S -0.138 2.334 2.606 0.607
C -2.027 -3.948 2.092 0.003
C -5.258 1.479 2.416 -0.033
H -0.435 -4.931 -2.209 0.113
C -5.506 -0.070 0.542 0.028
H 0.026 -3.196 -0.625 0.082
H -4.222 0.874 -5.624 0.085
C -0.906 -1.586 -1.706 -0.211
N -3.086 0.419 -3.934 -0.261
H 4.048 1.187 2.103 0.124
H -3.081 -1.448 -1.302 0.099
N 0.860 -4.129 5.275 -0.216
N 2.887 -2.508 5.288 -0.205
C 0.097 0.214 6.043 -0.062
C -0.145 0.566 4.723 -0.065
H -4.861 0.543 -2.783 0.076
C 2.064 -1.332 -1.280 -0.568
H 1.958 4.792 -2.746 0.129
C -1.730 0.127 -3.575 -0.185
H -2.871 -4.608 1.961 0.122
O 2.170 -2.266 -0.511 0.093
N -0.799 -2.080 1.236 -0.001
H 3.475 5.104 -1.904 0.125
C -1.401 -3.620 -3.616 -0.062
H 5.343 -0.860 -5.532 0.138
C -1.446 -1.255 -2.966 -0.199
C 0.590 2.818 5.190 -0.046
C -0.763 -3.923 -2.427 -0.062
H 3.270 2.749 -2.887 0.127
C 1.198 -1.302 2.281 -0.155
C 4.688 -0.946 -4.679 0.099
O 1.161 2.274 1.950 -0.316
C 2.867 3.037 -1.916 -0.141
N 0.587 3.989 -0.570 0.038
O 3.578 0.024 -6.947 0.109
H -2.447 2.646 3.835 0.103
O 6.940 -2.181 -2.256 0.095
H 4.080 -0.566 3.874 0.129
C -0.523 -2.919 -1.506 -0.137
Se 2.278 -3.837 6.314 1.151
C 3.363 -0.558 -4.732 -0.104
H 0.766 3.829 4.848 0.121
C 0.076 -2.226 2.250 -0.121
C 0.586 2.758 -1.060 -0.681
C -1.699 -2.297 -3.868 -0.037
H 1.201 3.196 7.206 0.112
C 2.163 0.540 1.301 -0.156
C -4.438 2.162 3.265 -0.044
C -3.046 2.083 3.138 -0.006
H 1.470 -0.359 -3.751 0.125
N -2.725 -0.164 0.259 -0.052
H -4.285 -0.835 -5.180 0.083
N 2.837 0.005 -5.991 -0.347
N 1.229 -0.390 1.288 0.018
C 1.774 4.836 -0.609 -0.139
H 0.778 0.885 7.961 0.111
H -2.126 -2.029 -4.824 0.102
C -3.964 1.122 -3.044 -0.090
H -6.581 -0.017 0.657 0.131
N 6.541 -1.870 -3.358 -0.349
H -1.617 -4.384 -4.351 0.110
H -6.335 1.520 2.505 0.118
C 2.986 -1.183 -2.463 -0.079
H -4.314 2.068 -3.479 0.091
O -0.720 3.654 2.611 -0.289
H 3.602 2.765 -1.153 0.125
H 2.377 4.633 0.281 0.131
H -3.449 1.368 -2.115 0.047
H -5.503 -1.457 -1.102 0.123
C -3.540 -0.864 -0.520 -0.142
H -1.120 0.171 -4.487 0.126
C -0.074 -3.212 3.231 -0.068
C -1.809 -2.947 1.159 -0.097
C -3.632 0.049 -5.210 -0.096
C 2.503 -0.661 -3.653 0.073
O 1.193 -0.367 -1.237 -0.241
C 5.127 -1.456 -3.470 -0.100
H -1.354 0.916 -2.939 0.010
O 7.201 -1.863 -4.373 0.103
H 1.582 1.281 -1.914 0.089
```

Output
Multiplicity: 2
LUMO energy (spin up / spin down) (eV): -3.27 / -4.19
Charge: +1
Frontier orbital gap (spin up / spin down) (eV): 6.6 / 5.6
Energy relative to the best compared isomer or geometry (same formula, charge and spin) (kcal per mole): 38.1
HOMO (spin up / spin down) (eV): -9.84 / -9.84